Record 1
Molecular formula: C13H20N2O3S
Method: DFT, ωB97M-V/def2-TZVPD

- M: 284.4 Da
- Structure (SMILES): CCCCCOC(=O)[C@@H](C)c1c(C)[nH]c(=S)[nH]c1=O
- LUMO energy: 0.36 eV
- Total energy: -33765.3123 eV
- Gap between HOMO and LUMO: 9.0 eV
- Energy relative to the best compared isomer or geometry (same formula, charge and spin): 0.5 kcal/mol
- Total charge: 0

Structure (XYZ):
```
39
Properties=species:S:1:pos:R:3:forces:R:3
C -4.79586 -0.13919 0.60470 0.1 0.1 -0.2
C -3.82831 0.73597 -0.18312 0.0 -0.1 0.3
C -2.76104 1.34102 0.72695 -0.1 0.2 -0.3
C -1.85936 2.35850 0.02608 0.3 -0.4 0.0
C -0.99121 1.75402 -1.07567 -0.4 0.4 -0.2
O -0.10607 0.76735 -0.54187 0.0 0.2 0.3
C -0.31620 -0.50563 -0.88160 0.1 -0.4 0.3
O -1.21683 -0.89873 -1.56829 -0.1 -0.1 -0.1
C 0.70765 -1.41336 -0.19604 0.1 0.0 -0.3
C 0.79257 -2.74874 -0.93755 -0.2 0.1 0.1
C 2.04258 -0.72549 -0.13866 0.1 -0.1 0.3
C 2.79916 -0.61821 0.98104 -0.5 -0.2 -0.6
C 2.41034 -1.16531 2.31717 0.0 0.0 0.0
N 4.00427 0.03229 0.92874 0.0 0.0 0.0
C 4.51495 0.60537 -0.19733 0.2 0.1 0.1
S 5.96242 1.37774 -0.17683 0.4 0.2 -0.1
N 3.74753 0.48508 -1.31204 0.0 0.0 0.1
C 2.50853 -0.14698 -1.39558 0.3 0.0 0.4
O 1.91635 -0.17780 -2.44982 -0.2 -0.1 -0.2
H -4.26278 -0.95562 1.08735 0.0 -0.1 0.1
H -5.54674 -0.56581 -0.05558 -0.1 -0.1 0.0
H -5.30328 0.44102 1.37340 -0.1 0.0 0.1
H -3.35460 0.12912 -0.95529 0.0 0.1 -0.1
H -4.38246 1.54006 -0.67306 0.0 0.0 -0.1
H -2.14517 0.53913 1.14195 0.0 0.0 0.1
H -3.25218 1.84310 1.56467 0.0 -0.1 0.1
H -2.46995 3.14286 -0.42455 0.0 0.1 0.0
H -1.20316 2.82139 0.76678 0.0 0.1 0.0
H -0.35607 2.52424 -1.52218 -0.1 -0.1 0.0
H -1.60259 1.29304 -1.85519 0.1 0.1 0.1
H 0.33003 -1.58085 0.81734 0.0 0.1 0.0
H 1.45221 -3.43569 -0.41270 0.1 -0.1 0.1
H -0.19910 -3.18552 -1.01321 0.0 -0.1 0.0
H 1.16997 -2.58534 -1.94288 0.0 0.0 -0.1
H 2.14673 -2.21760 2.23905 0.0 0.0 0.0
H 1.54723 -0.62717 2.70687 0.0 0.0 0.0
H 3.22671 -1.06501 3.02818 0.0 0.0 0.1
H 4.57023 0.12162 1.76260 0.0 0.0 -0.2
H 4.10346 0.90512 -2.16383 0.0 -0.1 0.2
```
Forces are in eV/Å.


Record 2
Molecular formula: C4H7NO
Method: DFT, ωB97M-V/def2-TZVPD

- M: 85.1 Da
- Structure (SMILES): C[C@H]1N[C@H]1C=O
- LUMO energy: 0.96 eV
- Total energy: -7797.6693 eV
- Gap between HOMO and LUMO: 10.7 eV
- Energy relative to the best compared isomer or geometry (same formula, charge and spin): 45.5 kcal/mol
- Total charge: 0

Structure (XYZ):
```
13
Properties=species:S:1:pos:R:3:forces:R:3
C 0.64585 0.83445 1.24705 0.0 0.0 0.0
C -0.57172 0.44336 0.44597 0.0 0.0 0.2
N -0.57573 0.80026 -0.95829 -0.1 0.2 -0.1
C -0.59336 -0.62533 -0.59547 -0.1 -0.3 0.0
C 0.61577 -1.38123 -1.03479 0.0 -0.2 -0.1
O 0.54791 -2.41293 -1.65954 0.0 0.3 0.3
H 1.55424 0.75687 0.64507 -0.1 0.0 0.1
H 0.75304 0.20282 2.13455 0.0 0.1 -0.1
H 0.55596 1.87513 1.57510 0.0 -0.1 0.0
H -1.51563 0.54531 0.98342 0.1 0.0 -0.1
H -1.49531 1.08648 -1.28099 0.1 0.0 0.0
H -1.51719 -1.18694 -0.72944 0.1 0.1 0.0
H 1.59617 -0.93824 -0.77264 -0.1 0.0 -0.1
```
Forces are in eV/Å.


Record 3
Molecular formula: C7H14
Method: DFT, ωB97M-V/def2-TZVPD

- M: 98.2 Da
- Structure (SMILES): CC(C)(C)C1CC1
- LUMO energy: 0.95 eV
- Total energy: -7484.7419 eV
- Gap between HOMO and LUMO: 10.5 eV
- Energy relative to the best compared isomer or geometry (same formula, charge and spin): 35.8 kcal/mol
- Total charge: 0

Structure (XYZ):
```
21
Properties=species:S:1:pos:R:3:forces:R:3
C -0.30999 -1.67610 0.76339 0.0 0.0 0.0
C 0.33315 -0.46544 0.05992 0.2 0.0 -0.1
C 0.30677 -0.69086 -1.45271 0.0 0.0 -0.1
C 1.77703 -0.29017 0.53491 0.2 -0.1 0.0
C -0.40899 0.78015 0.47691 1.0 0.0 0.6
C -1.76110 1.21049 -0.03548 0.1 -0.6 1.4
C -0.56234 2.06351 -0.31790 0.4 -0.1 0.2
H -0.31982 -1.54409 1.85341 0.0 0.0 -0.2
H -1.34688 -1.82356 0.43431 0.2 0.1 0.0
H 0.24731 -2.59588 0.54434 -0.1 0.2 0.0
H 0.84955 -1.61004 -1.69970 -0.1 0.1 0.0
H -0.71665 -0.79640 -1.83442 0.2 0.0 0.1
H 0.78963 0.13444 -1.98828 -0.1 -0.1 0.1
H 1.81753 -0.12799 1.62045 0.0 -0.1 -0.2
H 2.37601 -1.17502 0.30021 0.0 0.1 0.0
H 2.23666 0.58068 0.05105 -0.1 -0.2 0.1
H -0.29932 0.93089 1.60709 -0.1 -0.2 -1.6
H -2.34601 0.66974 -0.80760 0.5 0.5 0.9
H -2.04968 1.33905 1.01878 -2.2 0.8 -1.3
H -0.46535 3.01837 0.19649 0.0 -0.2 -0.1
H -0.14753 2.06821 -1.32518 -0.3 -0.1 0.2
```
Forces are in eV/Å.


Record 4
Molecular formula: C22H16IrN3S4Sb
Method: DFT, ωB97M-V/def2-TZVPD

- M: 764.6 Da
- LUMO energy (alpha / beta): -1.07 / -1.62 eV
- Total energy: -80262.8659 eV
- Gap between HOMO and LUMO (alpha / beta): 5.5 / 4.8 eV
- Energy relative to the best compared isomer or geometry (same formula, charge and spin): 59.9 kcal/mol
- Total charge: 0
- 2S+1: 2

Structure (XYZ):
```
47
Properties=species:S:1:pos:R:3:forces:R:3
Ir 0.09444 0.20152 0.13294 -0.1 0.2 -1.1
N -1.36927 0.60491 -1.60366 -0.5 -0.2 0.3
C -1.09546 -0.16630 -2.77769 0.1 0.0 0.1
C -1.79219 -0.03443 -3.94074 -0.1 0.0 -0.2
C -1.47548 -0.82981 -5.06387 -0.1 0.1 0.1
C -0.46806 -1.74410 -4.99318 0.1 -0.1 0.0
C 0.27437 -1.89734 -3.79932 0.0 0.0 0.0
C 1.32382 -2.83364 -3.66337 0.0 0.0 -0.1
C 1.98894 -2.91913 -2.48361 0.1 0.0 0.2
C 1.62488 -2.06208 -1.42499 0.2 -0.2 -0.1
N 0.66121 -1.18387 -1.51065 0.0 0.5 0.2
C -0.03646 -1.09038 -2.68538 0.0 -0.1 -0.2
H -2.28146 0.39582 -1.19484 0.0 0.1 0.0
H -1.33681 1.60452 -1.78976 0.1 0.0 0.2
H -2.60003 0.68537 -3.99268 0.0 0.0 0.0
H -2.04143 -0.71515 -5.97828 0.0 0.0 0.0
H -0.22198 -2.36554 -5.84493 0.0 0.0 0.0
H 1.58526 -3.47023 -4.49998 0.0 0.0 0.0
H 2.79675 -3.62279 -2.34020 0.0 0.0 0.0
H 2.16450 -2.09632 -0.48931 0.0 0.0 -0.1
S -0.82654 2.90129 3.73731 -0.1 0.0 -0.4
Sb -1.80368 2.83129 1.69495 -0.3 0.5 0.6
S -2.03652 0.43011 1.27143 0.7 -0.1 0.1
S 0.24828 2.48453 0.28931 0.3 -0.5 -0.3
S 1.60810 -3.25715 2.71609 0.1 0.0 0.1
C -0.04684 -3.65400 2.37529 0.0 0.0 0.1
C -0.77380 -4.76323 2.79729 0.0 0.0 0.0
C -2.08529 -4.87025 2.38251 0.0 0.0 0.0
C -2.64981 -3.90218 1.54311 0.0 0.0 0.0
C -1.92559 -2.80458 1.12582 0.0 0.0 -0.1
C -0.61282 -2.66492 1.56974 0.0 0.0 -0.1
N 0.26781 -1.62673 1.26871 -0.5 -0.1 -0.3
C 1.44473 -1.81513 1.78783 0.2 0.0 0.3
C 2.49280 -0.86578 1.48692 0.1 0.1 0.0
C 3.82041 -1.01938 1.88004 0.0 -0.1 0.0
C 4.76183 -0.10958 1.44241 0.0 0.0 0.0
C 4.36749 0.93717 0.61305 -0.1 0.0 0.0
C 3.03953 1.09733 0.23888 0.1 -0.1 0.0
C 2.06658 0.19599 0.67668 -0.3 0.1 0.7
H -0.31986 -5.51893 3.42418 0.0 0.0 0.0
H -2.68149 -5.71187 2.70913 0.0 0.0 0.0
H -3.67522 -4.01258 1.21548 0.0 0.0 0.0
H -2.35565 -2.05475 0.47697 0.0 0.0 0.1
H 4.10721 -1.85215 2.51385 0.0 0.0 0.0
H 5.79739 -0.21295 1.73850 0.0 0.0 0.0
H 5.10403 1.64833 0.25880 0.0 0.0 0.0
H 2.76462 1.93338 -0.38847 0.0 0.0 0.0
```
Forces are in eV/Å.


Record 5
Molecular formula: C12H19F5IN4O2TeV
Method: DFT, ωB97M-V/def2-TZVPD

- M: 651.7 Da
- LUMO energy (alpha / beta): 4.59 / 4.59 eV
- Total energy: -77477.3481 eV
- Gap between HOMO and LUMO (alpha / beta): 5.2 / 5.2 eV
- Energy relative to the best compared isomer or geometry (same formula, charge and spin): 0.0 kcal/mol
- Total charge: -2
- 2S+1: 3

Structure (XYZ):
```
45
Properties=species:S:1:pos:R:3:forces:R:3
C 1.84704 0.08170 -3.39580 1.2 1.7 3.2
I -2.00734 0.04374 -2.59540 1.0 -1.7 -3.5
H 1.28503 -0.20380 -4.23128 -2.0 -0.4 -0.4
H 2.39363 -0.77372 -3.00883 1.5 0.4 -0.7
H 2.12338 1.13523 -3.48707 1.8 -0.5 -1.0
C -1.28271 4.10082 0.78340 -1.9 -2.4 -1.7
C -2.51121 3.69790 0.25772 3.5 -0.3 1.1
N -2.30219 2.41436 -0.24270 -0.6 1.8 0.5
C -1.01383 2.01417 -0.13988 -0.3 0.1 0.7
N -0.40896 3.03840 0.53586 -0.6 0.9 -0.1
H -1.00608 4.98282 1.28855 0.3 0.7 0.4
H -3.43113 4.19941 0.23279 -1.0 0.4 0.0
C 1.96940 -3.66906 0.46591 -1.3 0.0 -0.9
C 0.84372 -1.90873 -0.45982 -0.5 -1.0 0.3
N 1.86679 -2.29565 0.36173 -0.2 -0.1 -0.4
H 0.70551 -5.21269 -0.47241 -0.2 0.0 -0.2
N 0.30122 -3.09381 -0.86367 1.0 -1.0 0.3
H 2.66231 -4.16489 1.11592 0.2 0.1 0.0
V -0.32720 -0.03428 -0.54031 2.2 0.8 2.8
C 1.53029 0.56704 -1.78547 -2.5 -0.2 2.3
O 2.40693 1.09668 -1.07968 -0.5 -1.1 -3.1
C 0.97517 -4.18431 -0.32401 0.8 0.8 0.9
C -0.83894 -3.29645 -1.72427 -0.6 0.0 -0.2
H -1.77333 -3.20765 -1.14638 0.3 0.1 -0.2
H -0.78567 -4.30212 -2.18009 0.1 0.4 0.2
H -0.84607 -2.53517 -2.50515 -0.1 -0.1 0.1
C 2.74400 -1.43108 1.12549 0.6 0.8 0.8
H 3.68639 -1.99674 1.29203 -0.4 0.3 -0.2
H 2.29217 -1.19250 2.11838 0.2 -0.1 -0.9
H 2.97554 -0.48173 0.59245 -0.4 -0.8 0.3
C 0.93823 3.07396 1.08753 0.5 -0.4 0.0
H 1.13132 4.09340 1.43285 -0.1 0.0 -0.1
H 1.67926 2.79481 0.32589 -0.3 0.0 0.3
H 1.02757 2.37923 1.93434 -0.2 0.1 -0.4
C -3.45639 1.68404 -0.70975 -0.3 0.4 -1.6
H -3.30421 1.51027 -1.81309 -0.9 0.5 1.8
H -4.34465 2.30505 -0.64818 -0.1 0.2 0.7
H -3.55382 0.72575 -0.21389 0.0 0.0 0.1
F -1.44985 1.48664 2.89886 -0.2 0.8 0.6
Te -0.76550 -0.35677 2.91472 1.1 0.6 -6.1
F -1.47788 -0.67604 4.62011 -0.6 -0.3 3.2
F 0.70767 0.39984 3.83342 0.0 -0.2 0.6
F 0.26406 -2.05847 2.90252 0.6 -0.5 0.6
F -1.85540 -0.98570 0.17502 0.1 -0.1 0.0
O 0.38575 0.23611 1.27166 -1.1 -0.9 0.1
```
Forces are in eV/Å.